Below is a 3-piece molecular cluster, C7H17NO overall, with properties calculated with ωB97M-V with the def2-TZVPD basis set.

Last column: natural (NBO) charge in e.
Geometry (Å):
1 C 1.335 -0.818 -0.386  0.047
2 C 0.393 -1.357 0.374  -0.445
3 C 0.820 2.057 1.348  -0.846
4 C 2.721 -0.570 0.130  -0.647
5 C 1.083 -0.425 -1.809  -0.664
6 H 3.353 -1.422 -0.123  0.221
7 H 1.834 -0.861 -2.464  0.214
8 H -0.554 -1.651 -0.017  0.207
9 H 0.571 -1.603 1.410  0.189
10 H -0.884 0.462 0.286  0.274
11 H 0.359 2.895 1.855  0.211
12 H 0.802 1.189 1.993  0.214
13 H 1.847 2.307 1.112  0.213
14 H 3.159 0.316 -0.326  0.209
15 H 2.729 -0.457 1.211  0.215
16 H 0.098 -0.749 -2.131  0.247
17 H 1.150 0.660 -1.908  0.208
18 C -1.820 0.740 -0.203  -0.744
19 C -2.471 -0.569 -0.535  0.681
20 N -3.276 -1.048 0.445  -0.826
21 O -2.195 -1.216 -1.522  -0.629
22 H -3.751 -1.923 0.292  0.402
23 H -3.606 -0.459 1.188  0.392
24 H -1.588 1.287 -1.111  0.238
25 H -2.410 1.352 0.470  0.211
26 H 0.300 1.865 0.424  0.210

Summary:
DFT total energy: -406.89299 Eh
Charge: 0
SMILES: C=C(C)C.CC(N)=O.C
Energy relative to the best compared isomer or geometry (same formula, charge and spin): 1.016 eV
LUMO level: 0.85 eV
HOMO-LUMO gap: 0.3631 Ha
Molar mass: 131.22 g/mol
HOMO energy: -0.33183 Eh